This record from the OMol25 dataset describes C18H22F3IN7O3OsS as an isolated structure. The level of theory is ωB97M-V with the def2-TZVPD basis set.

Each line ends with the Löwdin spin population.
Positions of all 56 atoms, in Å:
Os 1.0590 -0.3124 -1.1340  2.362
C 0.3961 2.2281 4.7207  0.003
N -0.4513 1.8173 3.5975  0.078
C -1.4857 0.9585 3.6771  0.111
C -1.9781 0.7835 2.3983  0.112
N -1.2339 1.5452 1.5856  0.075
C -0.2698 2.1923 2.2934  0.015
S 0.8970 3.1856 1.6628  0.573
H -0.2446 2.4765 5.5627  0.002
H 0.9718 3.0965 4.4153  0.001
H 1.0658 1.4078 4.9725  0.003
H -1.8040 0.5283 4.6096  0.006
H -2.7933 0.1764 2.0497  0.005
H -1.2249 1.5646 0.5454  0.000
C -0.2176 -5.1307 0.5094  0.000
C -1.1426 -4.3729 -0.4525  0.003
C -2.5319 -4.1668 0.1590  0.003
C -1.2351 -5.0955 -1.8032  0.001
C -0.5427 -3.0424 -0.6906  0.026
N -0.0693 -2.0182 -0.8934  0.008
H -0.6360 -6.1227 0.6755  0.000
H -0.1404 -4.6225 1.4705  0.000
H 0.7818 -5.2418 0.0918  0.000
H -2.9739 -5.1468 0.3359  0.000
H -3.1857 -3.6126 -0.5132  0.000
H -2.4718 -3.6429 1.1129  0.000
H -1.6601 -6.0835 -1.6323  0.000
H -0.2515 -5.2146 -2.2548  0.000
H -1.8775 -4.5550 -2.4973  0.000
N 2.0923 1.3341 -1.2495  0.038
C 2.6424 2.3580 -1.1264  0.015
C 3.2277 3.5777 -1.0677  0.060
C 3.8955 3.9684 0.1298  0.009
N 4.3808 4.2849 1.1225  0.030
C 2.9670 4.4886 -2.1349  0.007
N 2.6809 5.1839 -3.0049  0.028
F 3.4261 -0.6178 3.0999  0.000
C 2.3332 -1.2744 2.7155  0.001
F 1.3286 -0.9034 3.5296  0.002
F 2.5275 -2.5799 2.8786  0.001
C 2.0059 -0.9539 1.2447  0.011
O 1.0174 -0.1759 1.0276  0.029
O 2.6823 -1.4378 0.3436  0.102
I 1.2550 -0.7424 -3.6806  0.163
C -0.6772 3.6860 -3.7251  0.001
N -1.0765 2.4641 -3.0295  0.012
C -1.8168 1.4697 -3.7927  0.006
C -0.7467 2.2811 -1.7759  0.016
O -0.9575 1.2316 -1.1136  0.075
H -1.5578 4.1896 -4.1205  0.000
H -0.0057 3.4333 -4.5450  0.001
H -0.1552 4.3453 -3.0371  0.000
H -2.7345 1.9250 -4.1639  0.001
H -2.0461 0.6245 -3.1519  0.000
H -1.2115 1.1341 -4.6333  0.004
H -0.2268 3.1264 -1.3134  0.000

Output
- electronic energy (eV) = -65145.034
- net charge = +1
- 2S+1 = 5
- F_max (eV Å⁻¹) = 0.41
- ⟨S²⟩ = 6.046
- energy relative to the best compared isomer or geometry (same formula, charge and spin) (kJ/mol) = 68.10
- E_HOMO (spin up / spin down) (eV) = -10.9 / -10.9
- molecular weight (g mol⁻¹) = 790.615

=====

This record from the OMol25 dataset describes a 21-piece molecular cluster, C96H137N22O2 overall in a non-equilibrium geometry. The level of theory is ωB97M-V with the def2-TZVPD basis set.

Each line ends with the Mulliken charge.
Positions of all 257 atoms, in Å:
C -2.2019 -0.3191 -0.1418  1.107
C -0.8523 -0.9501 -0.2436  0.636
N 0.3114 0.0229 -0.1013  2.436
C 0.2693 1.3965 -0.0893  -2.172
C 1.4173 1.8458 0.4789  -1.316
N 2.1534 0.7060 0.7535  2.230
C 1.4471 -0.3558 0.4340  -1.755
C 3.4712 0.5784 1.3851  0.528
H -2.8666 -1.1165 0.2653  -0.551
H -2.6307 0.0909 -1.0458  -1.226
H -2.1745 0.4755 0.6642  0.142
H -0.6007 -1.6121 -1.0959  -0.633
H -0.7989 -1.5949 0.6440  0.148
H -0.6389 1.9093 -0.3276  0.759
H 1.8225 2.8127 0.7171  1.080
H 1.1511 -5.1524 2.0904  0.165
H 3.3696 -0.1362 2.2633  -0.365
H 3.8340 1.5771 1.6066  -0.479
H 4.1951 0.1689 0.6644  -0.387
C -1.8702 -5.4635 2.9770  -1.688
C -1.3113 -6.1937 1.7817  1.781
C -2.4324 -6.6166 0.8402  -0.245
C -1.8436 -7.2950 -0.4131  -1.051
C -0.8155 -6.3970 -1.1334  -1.105
C 0.2936 -5.7417 -0.2020  1.587
N -0.5007 -5.2934 0.9901  0.617
O 0.3050 -4.4928 1.8413  -0.034
C 0.9231 -4.5680 -0.9682  -1.360
C 1.3909 -6.8401 0.1233  -1.632
C -0.6593 -7.4819 2.3873  -2.060
H -2.3039 -4.4681 2.7048  -0.281
H -1.1183 -5.4308 3.7475  0.507
H -2.6551 -6.1076 3.4258  0.519
H -2.8502 -5.7219 0.4244  -0.939
H -3.1642 -7.2762 1.3327  0.758
H -2.6153 -7.2650 -1.1679  0.586
H -1.3628 -8.2414 -0.2415  0.317
H -1.3187 -5.5456 -1.6258  0.247
H -0.2536 -6.9838 -1.8894  0.424
H 1.2210 -4.9474 -1.9503  0.521
H 1.7641 -4.1841 -0.3340  0.301
H 0.1142 -3.8031 -1.0390  -0.507
H 0.8938 -7.8153 -0.0430  0.222
H 1.6794 -6.7807 1.1794  0.317
H 2.2827 -6.8168 -0.3983  0.522
H -0.0663 -8.2380 1.8641  0.224
H -1.4837 -8.0825 2.7989  0.482
H -0.0111 -7.2951 3.2079  0.475
C -5.2304 -4.3421 -0.9925  -1.376
C -4.8924 -2.8031 -1.0299  1.598
C -5.9831 -1.9750 -1.6532  -0.112
C -7.1030 -1.5919 -0.6428  -1.302
C -6.5463 -1.0891 0.6292  -0.617
C -5.6773 -2.0645 1.3300  1.937
N -4.6263 -2.2933 0.3102  0.764
O -3.4240 -2.8288 0.7918  0.339
C -6.4291 -3.2584 1.7911  -1.922
C -4.9253 -1.4250 2.4855  -1.169
C -3.7005 -2.7239 -2.0258  -1.137
H -6.1808 -4.6697 -0.4801  0.215
H -4.4084 -4.7835 -0.4286  -0.063
H -5.2331 -4.7264 -1.9863  0.522
H -6.3700 -2.4561 -2.5534  0.645
H -5.5914 -1.0236 -1.9562  -1.193
H -7.6394 -2.4907 -0.4573  0.551
H -7.7378 -0.7928 -1.0136  0.568
H -7.4246 -0.8606 1.2508  0.448
H -6.0393 -0.1268 0.4475  -0.668
H -7.0505 -3.6458 0.9865  0.289
H -6.9519 -3.0825 2.7112  0.553
H -5.7074 -4.0177 2.0711  0.123
H -5.7563 -1.1862 3.1858  0.578
H -4.2945 -0.5914 2.1832  -0.757
H -4.2715 -2.1370 3.0143  0.433
H -3.3043 -1.7127 -2.2199  -0.441
H -4.0342 -3.1909 -2.9723  0.721
H -2.9095 -3.4101 -1.7163  -0.127
N -1.2382 -1.7991 3.6697  0.585
C -0.1198 -1.1618 3.2379  -1.344
C 1.0032 -1.6181 3.9137  0.300
C 0.5037 -2.5678 4.8145  -1.265
C -0.8908 -2.6330 4.6497  -1.118
H -2.1595 -1.5219 3.3785  0.036
H -0.2050 -0.4784 2.4231  1.032
H 2.0477 -1.3331 3.8190  0.400
H 1.0119 -3.1394 5.5651  0.419
H -1.6026 -3.3051 5.1113  0.628
N 6.4332 -2.5993 3.3741  0.219
C 5.3737 -3.3248 3.7756  -0.645
C 4.8684 -2.7797 4.9201  -0.079
C 5.6995 -1.7228 5.2739  -0.382
C 6.6168 -1.6021 4.2274  -0.825
H 6.8983 -2.6933 2.5150  0.302
H 5.1423 -4.2481 3.2415  0.291
H 3.9765 -3.1725 5.4407  0.361
H 5.5259 -1.1281 6.1715  0.340
H 7.4258 -0.8931 4.1197  0.469
N -1.5392 -0.6895 -3.6999  0.339
C -2.1955 0.5384 -3.6612  -2.242
C -1.2781 1.4693 -3.2507  -0.574
C -0.0348 0.8099 -3.0442  0.968
C -0.2481 -0.5105 -3.3445  -1.476
H -1.9463 -1.5746 -3.9840  0.484
H -3.1854 0.6363 -4.0048  1.130
H -1.5106 2.5291 -3.0232  0.517
H 0.9028 1.2357 -2.7587  -0.332
H 0.3664 -1.4184 -3.3843  0.835
N 3.6288 2.1155 4.2333  0.678
C 2.5760 2.8051 3.7342  0.025
C 2.9785 4.0004 3.1376  -0.270
C 4.4183 4.0239 3.3078  -1.256
C 4.8129 2.8741 3.9061  -0.939
H 3.6085 1.4159 4.9356  -0.124
H 1.5303 2.3552 3.7871  0.146
H 2.3460 4.7417 2.6059  0.506
H 5.1430 4.7511 2.9902  0.465
H 5.6945 2.4429 4.3123  0.850
N -7.5888 2.8855 -0.5771  0.603
C -7.7630 3.9800 -1.3711  -0.243
C -9.0020 4.5099 -1.1284  -0.754
C -9.6787 3.6439 -0.2272  -0.618
C -8.7721 2.6802 0.1470  -0.605
H -6.8193 2.2355 -0.7104  -0.065
H -6.8763 4.2388 -1.9034  0.363
H -9.3430 5.3372 -1.6853  0.452
H -10.6763 3.7970 0.0925  0.480
H -8.8690 1.8946 0.9061  0.411
N 5.0314 4.2274 -4.7771  0.290
C 5.9641 3.4046 -4.2450  -0.292
C 7.0711 3.3928 -5.0303  -1.061
C 6.7061 4.0984 -6.2502  -0.453
C 5.4998 4.5925 -6.0614  -0.368
H 4.1660 4.4606 -4.2840  0.288
H 5.9784 3.1160 -3.2241  0.481
H 8.1000 3.1608 -4.8672  0.473
H 7.2775 4.2995 -7.1732  0.387
H 4.8224 5.0313 -6.8140  0.274
N -5.0309 2.7534 2.1064  0.448
C -4.2561 2.3428 3.1784  -0.520
C -4.3386 3.2882 4.1572  -0.498
C -5.1960 4.3718 3.6688  -1.228
C -5.6332 4.0164 2.3888  -0.003
H -5.2228 2.3123 1.2115  0.013
H -3.6974 1.4348 3.2710  0.612
H -3.7987 3.2683 5.1110  0.548
H -5.5104 5.2686 4.2214  0.359
H -6.3191 4.5193 1.6368  0.268
N 0.5952 3.4165 -5.2944  0.195
C -0.1656 4.5424 -4.9059  -0.419
C 0.5615 5.6567 -5.1430  -0.889
C 1.7757 5.2517 -5.7941  -0.578
C 1.7413 3.8765 -5.8321  -0.486
H 0.3125 2.4303 -5.2611  0.324
H -1.0991 4.3229 -4.4211  0.495
H 0.1683 6.6544 -4.9158  0.395
H 2.6318 5.7999 -6.1054  0.476
H 2.5349 3.2051 -6.0951  0.587
N 7.8290 0.3021 -0.3414  0.033
C 7.2645 -0.0840 0.8939  -0.898
C 7.0305 1.1052 1.5685  0.962
C 7.4132 2.2152 0.7165  -0.955
C 7.9110 1.6932 -0.4134  -0.938
H 8.0192 -0.4641 -0.9944  0.300
H 7.2594 -1.1238 1.1866  0.183
H 6.7618 1.2073 2.6291  0.085
H 7.2292 3.2048 1.0104  0.676
H 8.1639 2.2055 -1.2947  0.514
N 0.1436 4.6436 6.5457  0.058
C -0.6024 4.1678 7.5787  -0.401
C -1.3660 3.1126 7.0805  -0.968
C -1.2033 3.0968 5.6340  0.513
C -0.2282 4.0217 5.3694  -1.311
H 0.8839 5.3415 6.6841  0.262
H -0.3389 4.5283 8.5262  0.487
H -1.8354 2.4518 7.7460  0.439
H -1.7191 2.5497 4.8300  0.435
H 0.1908 4.3768 4.3998  0.347
N 3.2112 2.2896 -2.2237  2.186
C 2.5636 3.5200 -2.1618  -0.008
C 3.2216 4.2838 -1.2203  -0.961
C 4.3533 3.5112 -0.7925  -0.155
C 4.2860 2.2619 -1.4075  -0.072
H 2.8572 1.4822 -2.7010  -0.483
H 1.5606 3.6489 -2.6596  -0.463
H 2.9176 5.3024 -0.9194  0.391
H 5.0689 3.9787 -0.1352  0.276
H 4.8331 1.3700 -1.0710  -0.711
N -5.0935 2.7331 -3.4380  0.440
C -4.4291 3.9130 -3.2633  -1.436
C -3.8670 3.8755 -1.9545  -0.869
C -4.1303 2.5539 -1.4568  1.534
C -4.9374 1.9188 -2.3562  -1.325
H -5.6797 2.4723 -4.2128  0.225
H -4.5126 4.7546 -3.9434  0.427
H -3.1566 4.5673 -1.5122  0.186
H -3.7665 2.0809 -0.6150  0.588
H -5.4822 0.9884 -2.2871  0.082
N 1.8177 1.5953 6.7034  0.405
C 3.0245 1.9034 7.1953  -0.835
C 3.6389 0.7096 7.5705  -0.957
C 2.7053 -0.3488 7.2803  -0.232
C 1.6182 0.2609 6.7168  -0.668
H 1.0995 2.1878 6.3176  0.291
H 3.2536 2.8960 7.2318  0.628
H 4.4737 0.6833 8.2006  0.554
H 2.8108 -1.3417 7.7052  0.515
H 0.6473 -0.1217 6.3367  0.417
N 4.0876 -2.1116 -3.6176  0.103
C 3.4133 -2.6010 -2.4983  -1.310
C 3.9997 -2.0523 -1.3637  0.011
C 4.9830 -1.1219 -1.8157  0.593
C 5.0128 -1.1722 -3.1573  -1.102
H 3.9119 -2.3092 -4.5838  0.264
H 2.6420 -3.3239 -2.6392  0.680
H 3.7867 -2.3100 -0.3172  0.885
H 5.6236 -0.5055 -1.2328  -0.399
H 5.7107 -0.6648 -3.8403  0.427
N -2.4258 5.5151 2.1212  0.173
C -1.3959 6.4100 2.4662  -0.968
C -0.5613 6.5306 1.4262  -1.025
C -0.9982 5.6550 0.4259  -0.109
C -2.0816 4.9966 0.8838  -0.027
H -3.0621 5.0116 2.7663  0.296
H -1.4794 6.9106 3.3743  0.551
H 0.1277 7.3328 1.2456  0.507
H -0.6890 5.5316 -0.5942  0.729
H -2.7356 4.1867 0.5552  -0.014
N 6.5905 -4.6917 -0.1811  0.054
C 5.7264 -5.4214 0.6418  -0.816
C 6.5429 -6.1123 1.5130  -0.460
C 7.9245 -5.7491 1.3116  -0.391
C 7.8984 -4.9070 0.2190  -0.790
H 6.3956 -3.9684 -0.8416  0.249
H 4.6535 -5.3369 0.6512  0.961
H 6.1438 -6.8112 2.2717  0.381
H 8.7969 -6.1213 1.8883  0.365
H 8.6967 -4.3764 -0.2237  0.443
N -5.9947 -0.1915 -7.5634  0.008
C -7.1662 0.4879 -7.5689  -0.265
C -7.8107 0.3618 -6.3370  -1.068
C -6.8741 -0.4417 -5.5915  0.324
C -5.8305 -0.8441 -6.3610  -0.889
H -5.3867 -0.2598 -8.3649  0.190
H -7.4947 0.9548 -8.4871  0.408
H -8.8318 0.6404 -6.1832  0.400
H -7.0024 -0.7704 -4.5602  0.432
H -4.9745 -1.4308 -6.1921  0.492
N 2.6612 -0.2248 -6.8726  0.145
C 3.8831 0.0438 -7.4707  -0.921
C 4.6562 0.8785 -6.6755  -1.195
C 3.8596 1.1528 -5.5479  1.064
C 2.6988 0.3818 -5.6702  -1.023
H 1.8776 -0.7289 -7.2642  0.210
H 4.0668 -0.2803 -8.4689  0.473
H 5.6591 1.1314 -6.8933  0.499
H 4.0724 1.8278 -4.7047  0.421
H 1.8504 0.2068 -4.9976  0.392

Output
- electronic energy (eV) = -138639.762
- net charge = -1
- F_max (eV Å⁻¹) = 4.53
- E_HOMO (eV) = -2.8
- molecular weight (g mol⁻¹) = 1631.304

=====

This record from the OMol25 dataset describes C24H32N4O5S in the gas phase in a non-equilibrium geometry. The level of theory is ωB97M-V with the def2-TZVPD basis set.

Each line ends with the Mulliken charge.
Positions of all 66 atoms, in Å:
C -6.5575 -0.0437 2.2541  -1.559
C -5.4979 -0.1071 1.1986  0.600
C -5.2504 0.9856 0.3798  -1.006
C -4.2895 0.9435 -0.6215  0.853
C -4.0625 2.1512 -1.4706  -1.624
C -3.5606 -0.2330 -0.7971  0.167
S -2.3306 -0.2315 -2.1100  1.515
O -1.5634 -1.4471 -2.1429  -0.739
O -2.9352 0.1770 -3.3450  -0.799
N -1.3121 1.0289 -1.5927  0.483
C -0.4448 1.4946 -2.6589  -0.771
C 0.3891 2.6803 -2.1583  -1.133
N 1.1675 2.2761 -1.0067  0.196
C 2.4357 1.7630 -1.1714  0.678
C 3.3531 2.4244 -2.0217  -0.688
C 4.6434 1.9922 -2.1020  -0.734
C 5.1049 0.8828 -1.3739  -0.700
N 6.4487 0.5225 -1.5250  1.077
O 7.1444 1.1551 -2.3053  -0.684
O 6.9016 -0.4215 -0.8661  -0.774
C 4.1955 0.1847 -0.5325  0.159
N 4.5717 -0.9126 0.1577  -0.022
C 3.6871 -1.7894 0.8748  -1.382
C 3.1520 -1.1922 2.2076  0.438
C 3.1845 -2.1979 3.3605  -1.004
C 1.8860 -2.9678 3.1277  -0.622
C 0.9588 -1.8781 2.5775  -0.212
O 1.7838 -0.8246 2.0963  -0.307
C 2.8825 0.6619 -0.4552  0.914
C 0.3005 1.7947 0.0457  -1.905
C -0.5579 0.6186 -0.4258  -0.310
C -3.7878 -1.3500 0.0043  1.198
C -3.0411 -2.6350 -0.1575  -1.522
C -4.7585 -1.2619 0.9968  -0.951
H -6.5790 0.9377 2.7220  0.377
H -6.3932 -0.7988 3.0183  0.380
H -7.5348 -0.2215 1.8053  0.306
H -5.8214 1.8917 0.5217  0.393
H -4.0459 1.8711 -2.5199  0.310
H -3.0966 2.5945 -1.2374  0.154
H -4.8439 2.8876 -1.3007  0.467
H 0.2288 0.6894 -2.9900  0.342
H -1.0866 1.7814 -3.4922  0.562
H -0.2774 3.4951 -1.8593  0.322
H 1.0373 3.0258 -2.9606  0.437
H 3.0520 3.2999 -2.5726  0.515
H 5.3581 2.5054 -2.7270  0.498
H 5.5532 -1.1603 0.0668  0.282
H 2.8254 -2.0485 0.2479  0.382
H 4.2447 -2.7036 1.0814  0.420
H 3.7126 -0.2790 2.4305  0.404
H 3.1404 -1.6645 4.3108  0.326
H 4.0698 -2.8277 3.3500  0.422
H 2.0381 -3.7510 2.3850  0.249
H 1.4917 -3.4180 4.0353  0.410
H 0.3139 -1.4615 3.3593  0.390
H 0.3233 -2.2442 1.7636  -0.038
H 2.2071 0.1400 0.1954  -0.328
H -0.3642 2.6220 0.3175  0.415
H 0.8833 1.5143 0.9217  0.566
H 0.0744 -0.2475 -0.6653  0.440
H -1.2716 0.3292 0.3486  0.500
H -3.3938 -3.3699 0.5627  0.372
H -3.1711 -3.0276 -1.1632  0.354
H -1.9732 -2.4823 -0.0200  0.206
H -4.9426 -2.1227 1.6232  0.333

Output
- electronic energy (eV) = -52437.727
- net charge = 0
- SMILES = Cc1cc(C)c(S(=O)(=O)N2CCN(c3ccc([N+](=O)[O-])c(NC[C@@H]4CCCO4)c3)CC2)c(C)c1
- F_max (eV Å⁻¹) = 1.33
- energy relative to the best compared isomer or geometry (same formula, charge and spin) (kJ/mol) = 542.90
- E_HOMO (eV) = -8.0
- molecular weight (g mol⁻¹) = 488.610